No. 1
Formula: C30H25BrF4N6P2Pb
Source: the OMol25 dataset
Level of theory: the ωB97M-V functional and the def2-TZVPD basis

Values from the calculation:
LUMO: -5.805 eV
Total energy: -145178.6683 eV
Charge: +2
Energy relative to the best compared isomer or geometry (same formula, charge and spin): 1.039 eV
Orbital gap: 0.2730 hartree

Last column: Mulliken charge in e.
Geometry (Å):
H: 2.49 1.29 5.81  0.35
H: -0.42 4.33 -1.37  0.46
H: 0.59 -2.13 2.77  0.42
C: -2.14 -0.39 -5.48  -0.78
C: -2.73 -5.68 -0.90  0.52
C: 0.64 2.40 -1.73  -0.78
C: -2.46 -0.58 0.97  -0.50
H: -3.76 2.28 2.30  0.39
C: 2.14 0.71 2.47  0.07
N: 4.10 -0.30 0.12  -0.05
C: -3.65 -4.73 -0.50  0.22
F: -4.89 -5.02 -0.12  -0.25
H: 3.35 2.19 4.56  0.28
C: 1.11 -1.17 2.99  -0.77
C: -3.47 1.54 1.54  -0.58
H: 5.38 -1.99 -0.40  0.48
C: 2.41 1.73 4.84  -0.79
C: -3.54 -0.40 -5.64  -0.50
H: -3.85 2.88 -0.16  0.49
F: -2.96 -7.00 -0.76  -0.26
N: 1.95 0.69 3.87  0.26
F: -4.42 -2.53 -0.32  -0.40
C: 1.29 -0.50 4.17  -0.32
H: 0.92 -0.80 5.15  0.45
C: -2.98 0.31 1.92  -0.78
C: -3.36 -3.37 -0.64  0.27
C: -2.09 -2.89 -1.07  0.59
C: -3.75 -1.29 -3.37  -0.30
H: 7.12 1.63 2.64  0.36
H: 1.62 2.50 4.91  0.32
N: 1.47 1.64 -0.91  -0.31
H: -0.53 -0.55 -4.08  0.31
C: 6.27 -0.23 0.70  -0.30
H: -2.27 -1.57 1.30  0.50
C: 0.27 3.54 -1.04  -0.16
N: 5.67 0.96 1.17  0.22
H: 7.35 -0.40 0.80  0.43
H: -4.41 -1.55 -2.59  0.41
C: 6.41 2.00 1.91  -0.81
H: -1.51 -0.08 -6.29  0.43
F: -0.59 -6.20 -1.68  -0.30
H: -5.42 -1.11 -4.72  0.39
H: -3.26 1.24 -1.83  0.38
C: 5.36 -1.04 0.10  -0.92
H: -4.01 -0.04 -6.51  0.46
C: 4.28 0.84 0.81  0.24
N: 0.92 3.48 0.23  0.28
C: -3.56 1.91 0.20  -0.70
P: 3.00 1.97 1.46  -0.41
C: -3.05 1.00 -0.78  -0.81
H: -2.96 -0.03 2.94  0.48
Br: 0.59 -3.45 -1.97  -0.18
C: -2.36 -1.14 -3.19  0.16
P: -1.57 -1.20 -1.56  0.11
C: -1.48 -5.25 -1.28  0.33
C: -1.17 -3.90 -1.32  -0.22
C: 0.64 4.44 1.34  -0.84
H: 5.67 2.68 2.43  0.26
N: 1.54 -0.37 1.96  0.14
H: 1.63 4.72 1.74  0.37
C: 1.74 2.35 0.23  0.21
H: 0.28 5.38 0.87  0.36
C: -4.35 -0.90 -4.58  -0.69
C: -1.60 -0.69 -4.24  -0.01
H: 6.91 2.61 1.15  0.35
C: -2.49 -0.19 -0.38  0.87
H: 0.01 3.98 2.20  0.23
H: 0.34 2.12 -2.74  0.47
Pb: 1.61 -0.69 -0.40  1.38

---

No. 2
Formula: C30H25BrIrN3O5S3
Source: the OMol25 dataset
Level of theory: the ωB97M-V functional and the def2-TZVPD basis

Values from the calculation:
Expectation value of S²: 0.838
Spin multiplicity: 2
LUMO (alpha / beta): -5.893 / -5.582 eV
Total energy: -151600.4422 eV
Charge: +1
Energy relative to the best compared isomer or geometry (same formula, charge and spin): 4.401 eV
Orbital gap (alpha / beta): 0.1752 / 0.1866 hartree

Last column: Mulliken charge in e.
Geometry (Å):
H: -3.65 3.76 -3.27  0.36
C: 4.44 0.26 1.36  -0.85
H: -3.54 2.94 1.56  0.46
C: -1.74 1.96 1.20  0.37
H: -0.42 4.27 0.13  0.59
C: 5.90 -1.57 1.81  -0.55
H: -2.58 7.20 3.46  0.40
H: -0.64 8.02 2.16  0.40
C: 1.27 -5.22 1.20  0.55
C: 1.05 -4.74 -1.17  0.03
N: 0.50 -3.11 0.63  0.03
H: 0.21 2.67 1.71  0.73
Ir: -0.40 -1.19 -0.06  2.34
H: 1.97 -7.17 1.75  0.42
S: -2.06 -2.41 -1.84  1.41
C: -0.85 4.89 0.90  -0.46
C: 1.49 -6.02 -1.42  -1.00
N: 0.36 0.89 0.70  -0.29
S: -0.07 -1.58 2.60  -0.17
C: -2.46 3.06 1.47  -0.92
C: -4.42 2.99 -3.20  -1.59
O: -2.25 -2.42 -0.35  -0.70
O: -2.68 -3.48 -2.53  -0.64
C: -3.82 1.64 -2.92  0.93
C: -2.56 5.27 2.55  -0.45
C: 5.55 -0.25 2.01  -0.85
H: 6.13 0.39 2.66  0.40
C: -0.32 1.86 1.22  -0.57
H: -1.79 2.28 -3.18  0.39
O: 3.33 -2.75 -0.43  -0.63
H: -5.11 3.27 -2.40  0.37
C: -4.65 0.55 -2.66  -0.62
H: 2.14 -7.91 -0.61  0.41
H: 5.41 -3.42 0.83  0.48
H: 2.58 -2.28 -0.83  0.34
C: 1.72 -6.51 0.94  -0.58
H: 0.79 -4.05 -1.95  0.53
C: 0.48 -3.03 1.92  0.39
H: -4.98 2.97 -4.13  0.38
H: 2.84 0.79 -0.88  0.07
C: 2.42 0.07 -0.15  0.56
O: -0.59 -2.26 -2.04  -0.68
H: 6.80 -1.96 2.28  0.40
S: 1.02 -4.46 2.75  -0.20
H: -3.41 4.91 3.12  0.41
H: 4.19 1.30 1.51  0.32
C: -1.93 4.41 1.65  0.58
C: 5.14 -2.39 1.01  -0.60
C: -2.74 -0.85 -2.38  0.28
H: -5.72 0.69 -2.66  0.44
C: 3.64 -0.55 0.55  0.78
C: 1.81 -6.90 -0.38  -0.55
N: 1.67 0.85 0.83  -0.13
Br: -2.67 0.32 0.82  -0.05
C: 4.00 -1.90 0.36  0.39
H: -0.82 0.05 -2.68  0.73
H: -4.75 -1.54 -2.17  0.43
C: -2.44 1.45 -2.94  -0.90
H: 2.14 1.61 1.31  0.30
C: -1.89 0.21 -2.66  -0.41
C: -0.39 6.18 1.10  -0.67
C: 0.94 -4.33 0.16  -0.39
O: 1.58 -0.78 -0.81  -0.94
C: -4.11 -0.69 -2.39  -0.86
C: -1.00 7.01 2.02  -0.45
C: -2.09 6.55 2.75  -0.57
H: 0.45 6.54 0.51  0.40
H: 1.59 -6.36 -2.44  0.43

---

No. 3
Formula: C30H25BrIrN5O8S4
Source: the OMol25 dataset
Level of theory: the ωB97M-V functional and the def2-TZVPD basis

Values from the calculation:
Expectation value of S²: 0.755
Spin multiplicity: 2
LUMO (alpha / beta): 2.005 / 0.499 eV
Total energy: -171571.8332 eV
Charge: -1
Energy relative to the best compared isomer or geometry (same formula, charge and spin): 2.872 eV
Orbital gap (alpha / beta): 0.2380 / 0.1826 hartree

Last column: Mulliken charge in e.
Geometry (Å):
O: 1.26 -0.51 4.45  -0.79
Br: -2.14 -4.48 6.02  -0.26
C: 2.00 2.49 -2.27  -1.05
N: 0.75 1.80 -3.99  -0.18
O: 1.94 0.36 -1.08  -1.03
C: -4.06 -1.66 0.20  -0.54
H: -0.95 0.97 -4.84  0.45
S: -2.75 0.23 2.36  -0.18
C: 1.34 4.20 -4.07  -1.59
O: 3.97 -4.50 1.00  -0.56
C: -1.07 2.99 0.49  0.13
H: -3.43 -0.81 -0.06  0.15
H: -1.28 6.36 2.37  0.35
N: 0.88 0.75 -3.10  1.11
H: -4.80 -1.82 -0.58  0.37
H: -4.06 -3.47 3.99  0.46
C: -0.04 4.70 1.85  -0.63
C: 4.49 -3.60 1.83  0.43
O: -4.81 -1.38 1.39  -0.50
H: 2.59 3.08 -1.60  0.48
C: 0.82 -0.99 -4.80  0.03
C: -0.26 -2.75 -2.94  -0.54
H: 2.03 4.88 -3.58  0.40
H: 0.82 5.05 2.41  0.42
C: -0.90 -2.29 4.60  0.01
C: 1.63 1.13 -2.03  0.13
C: -1.79 -1.35 2.52  1.43
C: 0.01 -1.44 -2.56  0.05
C: 0.05 3.49 1.17  0.58
N: -3.02 -2.11 2.79  -0.08
H: 3.33 0.71 2.89  0.27
H: -3.45 -2.55 0.33  0.30
O: 1.74 -3.56 -0.05  -0.98
C: 4.25 -1.21 2.65  -0.59
C: 1.40 2.87 -3.43  0.76
H: -0.64 -3.44 -2.19  0.42
H: -0.24 -4.20 -4.52  0.39
C: -0.02 -3.18 -4.24  -0.63
C: -2.24 3.73 0.47  -0.77
C: -0.53 1.95 -4.67  -1.12
H: 0.71 -2.62 -6.18  0.37
C: 0.36 -0.40 3.62  0.29
C: 0.51 -2.29 -5.17  -0.57
O: 5.48 -3.83 2.49  -0.65
C: 3.82 -2.28 1.89  0.32
H: -0.17 -1.12 -1.55  0.00
H: -0.37 2.44 -5.63  0.38
H: 1.28 -0.31 -5.50  0.46
C: -3.10 -2.97 3.85  -0.25
S: 1.57 2.59 1.11  -0.72
C: -4.04 -1.09 2.50  0.13
H: -1.22 2.54 -4.06  0.28
H: -1.36 -1.61 1.54  -0.44
C: -1.22 5.43 1.83  -0.50
C: 1.58 -2.42 0.41  0.44
C: -0.76 -1.40 3.61  -0.45
H: 5.07 -1.14 3.35  0.53
Ir: 0.86 0.45 0.73  3.26
H: 0.34 4.63 -4.00  0.31
C: 0.56 -0.58 -3.49  -0.09
O: 0.53 -1.71 0.31  -1.00
H: -0.17 -2.32 5.39  0.58
S: -0.97 1.44 -0.36  -0.34
N: 2.47 -0.54 1.56  -0.14
O: 0.28 0.54 2.75  -0.73
H: 1.61 4.14 -5.13  0.35
C: -2.32 4.95 1.13  -0.61
H: -3.11 3.33 -0.05  0.47
N: 3.42 -0.19 2.42  -0.36
H: 3.13 -4.17 0.56  0.44
C: 2.67 -1.80 1.23  0.21
S: -4.99 -0.49 3.84  -0.14
C: -2.06 -3.16 4.66  -0.32
H: -3.25 5.51 1.12  0.35

---

No. 4
Formula: C30H25Cl5N6O2PSSn
Source: the OMol25 dataset
Level of theory: the ωB97M-V functional and the def2-TZVPD basis

Values from the calculation:
LUMO (alpha / beta): -12.067 / -11.993 eV
Total energy: -133093.2167 eV
Charge: +3
Energy relative to the best compared isomer or geometry (same formula, charge and spin): 1.171 eV
Orbital gap (alpha / beta): 0.1230 / 0.1260 hartree

Last column: Mulliken charge in e.
Geometry (Å):
P: -1.75 3.97 -1.10  -0.37
C: 2.08 3.63 -0.24  -0.66
C: -2.21 3.31 0.54  -0.10
C: -4.04 4.96 1.00  -0.83
H: -0.02 -5.25 -1.66  0.39
C: -1.96 -3.20 3.43  -0.16
H: -5.00 4.63 0.60  0.33
C: 2.59 -3.67 -4.02  -0.68
H: -2.40 2.92 -5.10  0.37
C: -1.65 2.34 -1.95  -0.19
H: -4.23 5.51 1.93  0.36
H: -3.57 5.63 0.29  0.34
C: -2.70 3.14 -4.08  -0.84
N: -2.14 2.15 -3.19  0.16
C: -1.35 0.26 -2.44  -0.51
H: 1.45 -5.14 1.16  0.45
C: 3.39 -2.38 0.77  -0.16
H: 3.39 -5.82 2.54  0.46
C: 0.72 -4.82 -2.32  -0.24
H: 5.35 -2.14 1.59  0.44
C: 3.39 -4.86 2.04  -0.77
S: 0.93 -2.82 -0.41  0.41
Cl: 0.96 -0.64 5.73  -0.01
H: -3.96 3.36 3.23  0.48
C: 2.33 -3.25 0.64  0.70
H: -2.01 1.43 3.09  0.50
C: 1.36 -3.64 -1.99  0.42
H: 2.86 5.65 -0.72  0.45
C: -0.33 -1.33 3.48  -0.21
O: 0.26 -0.42 2.89  -0.26
C: 2.28 -3.03 -2.83  -0.42
H: 2.75 -2.10 -2.55  0.36
H: 0.54 -6.36 -3.78  0.43
H: -1.02 -0.75 -2.31  0.36
Cl: -0.54 -2.97 7.20  -0.07
C: 0.33 6.50 -1.46  -0.77
C: -0.13 -1.61 4.90  0.44
H: 0.05 6.44 -2.52  0.33
C: -3.26 3.12 2.45  -0.60
C: 4.49 -2.78 1.52  -0.76
H: 3.37 -1.42 0.27  0.43
H: -2.35 4.13 -3.81  0.33
H: 2.90 3.02 0.10  0.48
N: -1.64 2.29 1.19  0.34
C: -1.73 -3.44 4.82  0.75
Cl: -3.09 -4.18 2.60  -0.08
H: -2.28 0.43 -4.45  0.48
C: 0.05 4.11 -0.76  0.08
H: 5.33 -4.30 2.76  0.45
H: -0.54 6.84 -0.90  0.32
Sn: 0.19 0.91 0.47  1.14
C: -2.29 2.17 2.38  -0.66
N: -1.15 1.20 -1.48  0.40
N: 0.78 5.22 -0.98  0.12
Cl: -1.51 -1.85 1.15  -0.01
C: -0.81 -2.64 5.54  -0.06
C: -1.28 -2.19 2.80  0.73
C: 1.03 -5.44 -3.51  -0.64
H: -3.79 3.12 -4.03  0.33
H: 1.13 7.23 -1.36  0.31
C: 4.48 -4.01 2.16  -0.50
O: 1.06 -1.36 -0.67  -0.67
C: 2.06 4.93 -0.65  -0.48
H: 2.16 -5.31 -5.33  0.42
C: 2.30 -4.48 1.28  -0.40
Cl: -2.56 -4.67 5.61  0.03
N: -3.19 3.84 1.30  0.16
N: 0.82 3.13 -0.31  0.32
C: 1.96 -4.86 -4.37  -0.49
H: 3.33 -3.23 -4.67  0.42
C: -1.96 0.84 -3.51  -0.61

---

No. 5
Formula: C30H25ClN5O6S2V
Source: the OMol25 dataset
Level of theory: the ωB97M-V functional and the def2-TZVPD basis

Values from the calculation:
Expectation value of S²: 2.025
Spin multiplicity: 3
LUMO (alpha / beta): -7.318 / -7.069 eV
Total energy: -111110.9908 eV
Charge: +2
Orbital gap (alpha / beta): 0.2470 / 0.2561 hartree

Last column: Mulliken charge in e.
Geometry (Å):
H: -4.52 2.38 3.29  0.52
H: -1.03 3.12 -4.13  0.45
H: 5.41 0.40 -2.60  0.39
H: 2.58 -6.58 -3.14  0.42
O: 1.83 -2.49 1.00  -0.49
S: 0.03 -1.49 -2.07  -0.14
C: -2.40 3.54 -2.55  -0.21
C: -2.08 2.19 -0.60  -0.12
H: 7.59 -0.18 -1.91  0.41
C: 2.31 -5.96 -3.99  -0.33
N: 3.88 -0.83 -1.94  0.10
H: 0.77 -3.02 -4.72  0.40
H: 0.35 -4.00 -2.22  0.61
H: 0.13 1.32 -2.86  0.44
H: 5.43 -2.12 -2.39  0.49
N: -1.04 1.53 -1.20  0.05
C: 7.22 -0.47 -0.93  -0.29
N: -4.75 4.89 -1.03  1.08
C: 3.65 -3.24 -2.00  -0.66
C: -1.94 0.35 2.49  0.24
H: -3.14 0.53 4.26  0.48
V: -0.21 -0.10 -0.09  0.25
H: 2.43 -5.94 -7.37  0.41
H: -4.99 3.90 1.31  0.60
O: -5.62 5.30 -0.31  -0.60
C: 1.68 -1.85 -1.94  0.04
C: 8.10 -0.96 0.02  -0.64
H: 1.71 -4.98 -1.63  0.41
Cl: 0.75 -1.91 1.69  1.69
H: 9.15 -1.07 -0.22  0.41
C: 2.58 -6.39 -5.28  -0.64
C: 7.64 -1.32 1.28  -0.45
H: -1.33 -0.45 2.88  0.37
O: 0.89 -0.41 1.71  -0.51
H: 4.36 -0.54 0.90  0.41
H: 4.20 -1.97 -3.67  0.31
N: 2.19 -3.03 -2.11  0.34
O: -0.49 -1.99 0.85  -0.54
C: -0.70 1.87 -2.43  -0.05
H: 1.28 -3.78 -7.01  0.42
C: 2.22 -5.60 -6.36  -0.45
O: 0.54 -2.42 2.97  -0.57
C: -3.89 3.80 -0.48  -0.70
C: -3.44 2.37 1.42  0.86
S: 1.98 0.65 -0.81  -0.11
H: 3.89 -3.37 -0.95  0.27
C: 1.67 -4.74 -3.78  0.66
C: 6.29 -1.17 1.59  -0.78
C: 4.36 -2.05 -2.59  -0.72
H: 3.07 -7.34 -5.44  0.41
H: 3.88 -4.14 -2.55  0.53
C: -2.40 1.76 0.73  0.09
C: 1.30 -3.96 -4.87  -0.17
O: -4.55 5.25 -2.17  -0.62
H: -2.92 4.32 -3.09  0.66
C: -1.35 2.88 -3.13  -1.18
H: 5.93 -1.44 2.57  0.44
C: 5.87 -0.32 -0.62  0.60
C: 4.91 0.20 -1.66  -1.32
N: -1.66 0.75 1.26  0.27
C: 2.63 -0.71 -1.60  0.90
C: 5.41 -0.67 0.65  -0.06
H: 8.32 -1.71 2.02  0.40
C: -2.81 3.20 -1.24  0.48
C: -2.96 0.91 3.26  -1.18
C: -4.18 3.41 0.78  -0.62
H: 4.40 1.11 -1.34  0.52
C: 1.58 -4.39 -6.16  -0.77
C: -3.72 1.92 2.73  -0.46
C: 1.39 -4.25 -2.38  -1.46

---

No. 6
Formula: C30H25IrN3PS3
Source: the OMol25 dataset
Level of theory: the ωB97M-V functional and the def2-TZVPD basis

Values from the calculation:
Expectation value of S²: 8.794
Spin multiplicity: 6
LUMO (alpha / beta): -2.106 / -5.456 eV
Total energy: -80612.9388 eV
Charge: +1
Energy relative to the best compared isomer or geometry (same formula, charge and spin): 0.000 eV
Orbital gap (alpha / beta): 0.2781 / 0.1969 hartree

Last column: Mulliken charge in e.
Geometry (Å):
H: 4.97 0.93 -1.36  0.45
C: -0.78 2.31 2.97  -0.60
N: 0.88 1.00 1.69  -0.10
C: 0.76 0.89 -2.89  -0.42
C: 4.44 -0.58 -2.82  -0.23
C: -3.06 -0.97 -1.15  -0.14
H: 0.29 3.22 -0.46  0.45
H: -3.91 3.22 2.04  0.45
H: 3.61 -2.17 -4.02  0.44
C: 1.18 -2.21 3.38  0.71
C: -2.55 2.10 0.83  -1.05
H: -2.77 -1.58 -0.31  0.45
C: 1.94 -2.50 4.52  -0.82
S: 2.03 -2.11 1.87  -0.47
H: 1.74 -2.57 -2.44  0.41
H: 1.90 4.44 -1.87  0.46
C: -2.92 2.77 1.97  -0.76
H: 0.44 -0.10 -3.18  0.50
S: -2.28 -4.93 -1.32  -0.33
H: 3.01 -2.61 4.42  0.45
C: 3.21 -0.15 -0.82  0.13
H: -4.85 -2.09 -1.49  0.45
H: -1.89 -2.09 4.90  0.45
H: 1.96 -2.87 6.62  0.39
H: 1.32 0.83 2.58  0.31
C: -2.66 0.87 -2.66  -0.39
H: -2.06 1.71 -2.98  0.43
C: -0.23 -2.06 3.52  0.74
H: 2.76 3.41 -3.94  0.42
P: -0.77 0.47 -0.63  1.17
C: 1.65 1.60 -3.69  -0.72
C: -0.39 1.63 1.81  -0.21
H: -2.34 3.38 3.95  0.42
C: 1.59 3.44 -2.15  -0.79
H: 1.52 1.51 1.10  0.18
H: -0.50 -2.62 6.88  0.39
H: -0.09 2.39 3.80  0.45
C: -2.04 2.87 3.04  -0.69
C: -2.26 0.10 -1.57  0.03
C: -4.63 -0.48 -2.91  -0.52
H: 5.27 -0.37 -3.48  0.44
C: 1.35 -2.64 5.75  -0.45
H: -5.55 -0.71 -3.43  0.40
C: 0.70 2.74 -1.35  -0.56
C: 2.48 -1.80 -2.25  -0.27
C: -1.28 1.52 0.74  0.60
H: 2.01 1.15 -4.61  0.48
N: 2.32 -1.10 -1.12  -0.06
N: -0.28 -3.12 -0.72  -0.63
C: -4.24 -1.26 -1.82  -0.93
C: -0.82 -2.21 4.82  -0.72
C: -1.15 -3.90 -0.98  0.69
C: 3.52 -1.57 -3.12  -0.76
C: 4.28 0.15 -1.64  -0.99
H: -3.24 2.00 0.00  0.48
H: -4.15 1.18 -4.17  0.44
C: -0.05 -2.50 5.90  -0.66
Ir: 0.35 -1.52 0.25  1.98
H: 3.05 0.37 0.11  0.27
S: -1.28 -1.71 2.24  -0.31
C: 2.07 2.87 -3.32  -0.64
C: 0.29 1.46 -1.71  0.44
C: -3.84 0.58 -3.32  -0.72